A single C20H27FN4O4 molecule, computed with ωB97M-V/def2-TZVPD.

Atoms and positions in Å:
C1 0.824 3.368 -0.059
C2 0.363 2.513 -1.234
N1 0.509 1.080 -0.974
C3 1.859 0.609 -1.327
C4 2.195 -0.863 -1.122
C5 3.589 -1.148 -1.668
N2 2.071 -1.284 0.280
C6 2.384 -0.495 1.332
O1 3.150 0.460 1.282
C7 1.694 -0.866 2.597
C8 1.050 -2.032 2.971
C9 0.560 -1.741 4.249
O2 -0.145 -2.579 5.038
N3 0.858 -0.515 4.634
N4 1.560 0.013 3.612
C10 2.029 1.382 3.723
C11 -0.524 0.303 -0.548
O3 -0.474 -0.909 -0.425
C12 -1.857 1.011 -0.207
C13 -2.764 1.101 -1.443
C14 -2.804 -0.162 -2.262
C15 -2.096 -0.248 -3.455
C16 -2.072 -1.422 -4.197
C17 -2.772 -2.508 -3.719
F1 -2.759 -3.656 -4.430
C18 -3.492 -2.462 -2.541
C19 -3.502 -1.282 -1.816
O4 -2.559 0.279 0.762
C20 -1.905 0.230 2.018
H1 0.802 4.427 -0.319
H2 0.177 3.216 0.807
H3 1.841 3.104 0.233
H4 -0.662 2.746 -1.505
H5 0.968 2.740 -2.114
H6 2.005 0.809 -2.395
H7 2.573 1.217 -0.777
H8 1.454 -1.454 -1.655
H9 3.635 -0.945 -2.739
H10 4.332 -0.531 -1.161
H11 3.844 -2.194 -1.504
H12 1.285 -1.896 0.432
H13 0.958 -2.953 2.423
H14 -0.335 -2.111 5.861
H15 3.110 1.412 3.841
H16 1.766 1.946 2.831
H17 1.541 1.804 4.596
H18 -1.668 2.019 0.184
H19 -3.759 1.350 -1.068
H20 -2.444 1.929 -2.078
H21 -1.550 0.616 -3.816
H22 -1.528 -1.498 -5.128
H23 -4.025 -3.340 -2.205
H24 -4.039 -1.231 -0.879
H25 -2.591 -0.244 2.716
H26 -0.986 -0.358 1.971
H27 -1.677 1.242 2.376

Properties
SMILES: CCN(C[C@@H](C)NC(=O)c1cc(O)nn1C)C(=O)[C@@H](Cc1ccc(F)cc1)OC
HOMO energy: -8.78 eV
charge: 0
multiplicity: 1
energy above the lowest of the compared OMol25 structures with the same formula, charge and spin: 10.5 kcal per mole
HOMO-LUMO gap: 9.391 eV